A 4-piece molecular cluster, C41H97BrClN11O5P4S3 overall at a distorted geometry. Source: the OMol25 dataset; level of theory: ωB97M-V with the def2-TZVPD basis set.

XYZ file:
```
163
Properties=species:S:1:pos:R:3:forces:R:3:mulliken_charge:R:1
H 1.770 -3.655 -1.558 0.0 -0.1 -0.2 0.14
C 0.063 1.675 4.942 0.1 -0.5 -0.4 -0.29
C -7.328 1.994 1.696 -0.2 -0.5 -0.1 -0.43
H -2.065 2.422 3.653 -0.2 0.1 -0.1 -0.29
C -1.217 -2.392 1.666 0.3 0.3 -0.5 -0.26
H -2.352 -6.534 -1.759 0.0 0.0 0.0 0.47
H -3.242 -0.231 5.918 0.4 -0.4 -0.2 0.55
H -0.341 -0.642 0.746 0.0 0.0 -0.1 0.25
H 0.371 0.876 5.617 0.0 0.1 0.2 0.44
H 3.264 -4.592 -1.682 -0.1 0.0 0.0 0.16
H -0.887 -8.739 1.302 0.0 0.0 0.0 0.23
H -9.219 2.207 2.727 0.0 -0.1 0.1 0.28
H 4.981 -0.020 -0.734 0.0 0.1 -0.1 0.42
C 0.241 7.123 0.486 -0.5 -0.3 0.2 -1.01
H 1.848 -6.204 0.458 0.0 -0.1 -0.1 0.14
H -2.132 -1.507 4.076 0.1 0.1 0.0 0.85
H 5.080 0.769 -3.284 0.0 0.0 0.0 0.10
H 3.318 7.673 4.926 0.1 -0.1 0.0 0.52
C 2.636 5.943 3.820 0.6 0.2 0.5 0.09
O 2.208 -7.437 -1.587 -1.6 2.4 -1.8 -0.91
C 5.810 -0.013 -3.042 0.1 0.0 -0.2 -0.94
H 4.428 -1.650 -0.532 0.0 0.0 0.0 0.28
O -5.539 3.368 7.089 -0.4 0.4 -0.3 -0.39
H 3.432 -0.494 -1.454 0.0 0.0 0.1 0.39
C 6.497 -3.609 -2.280 0.3 0.2 0.1 -0.83
H -2.110 1.929 -6.054 -0.1 0.1 0.1 0.38
H 3.684 6.027 3.529 0.0 -0.1 -0.2 0.52
C -0.003 -1.580 1.182 -0.2 0.1 0.3 -0.49
C -0.567 6.292 -6.056 -0.2 -0.2 -0.1 -1.09
H -0.377 2.060 -6.080 0.0 0.1 0.0 0.09
O 3.871 -1.204 -4.553 1.4 -1.5 -2.3 -0.86
H 6.335 -0.271 -3.962 0.0 0.0 0.0 0.37
C 0.174 -9.005 1.168 -0.6 0.1 -0.1 -0.78
H -3.449 3.102 -4.656 0.1 0.0 0.0 0.37
H 2.154 5.013 -2.807 0.0 0.0 0.0 0.34
N -2.726 0.490 5.413 -0.4 0.7 0.1 -0.35
C 1.156 -6.823 1.028 0.3 0.1 -0.2 -1.02
H -4.891 2.065 2.130 0.3 -0.1 -0.2 0.26
H -2.045 1.352 2.234 -0.2 0.2 0.0 0.58
O -0.470 4.444 -2.746 -0.8 3.0 -0.5 -0.76
N -1.382 3.448 -4.846 -0.1 0.0 0.5 0.23
H 0.171 1.084 2.822 0.0 0.2 0.0 0.82
H 0.855 4.996 1.755 0.1 -0.1 0.3 0.35
N 0.332 5.243 -5.584 -0.7 1.9 1.1 0.24
C -2.737 3.929 -4.619 0.0 0.1 0.3 -1.02
C -4.441 0.973 3.918 -0.6 0.1 -0.7 -1.35
H 0.230 -6.247 1.185 0.0 0.0 0.1 0.38
H -1.447 -3.140 0.909 -0.2 -0.2 0.1 0.28
P 4.462 -2.228 -3.642 -1.6 1.9 4.9 0.58
C -0.229 4.953 1.778 0.3 -0.1 -0.8 -0.42
H -7.020 1.082 3.634 -0.1 0.0 0.0 0.37
H 1.598 9.083 4.605 -0.1 0.1 0.0 0.35
N 5.191 -1.193 -2.448 -0.1 -0.3 0.2 0.26
H -6.970 2.991 1.956 -0.1 0.1 0.0 0.32
H 1.813 3.477 -2.006 0.0 0.0 0.0 0.35
H -0.849 -5.919 -1.101 0.0 0.0 0.0 0.14
H -0.998 -2.901 2.601 -0.2 -0.1 0.1 0.41
C -2.949 -1.012 3.553 0.7 -0.2 -0.4 -1.83
N -0.859 -8.000 -1.451 0.2 2.1 -1.4 0.16
C 0.128 4.628 4.584 -0.1 -0.2 -0.4 0.30
C -1.538 -6.765 -1.070 0.0 0.0 0.3 -1.01
H 1.610 5.804 -7.135 -0.2 0.0 0.0 0.39
H 2.243 6.631 5.831 -0.1 0.1 0.1 0.31
H 4.928 -4.370 -5.182 0.0 0.0 0.0 0.35
H 0.569 -2.107 0.420 0.1 -0.1 0.1 -0.01
H 5.988 -3.878 -1.350 0.0 0.0 0.0 0.25
H 0.630 -9.028 2.159 0.0 0.1 0.0 0.37
H 2.779 -9.420 -3.294 0.0 0.0 0.0 0.32
C 5.482 -4.621 -4.275 -0.2 -0.1 0.1 -1.12
H -0.012 7.184 -6.353 0.0 0.0 0.0 0.38
H 3.240 -2.971 -0.954 0.1 -0.1 -0.1 -0.02
C 2.475 4.523 4.375 -0.2 0.2 -0.8 -1.15
N 1.190 3.826 4.058 0.2 0.2 1.0 0.22
H 6.477 -4.941 -4.590 0.0 0.1 0.0 0.39
H 2.386 4.833 -5.908 -0.1 -0.1 0.1 0.28
N 1.369 3.536 -4.093 0.0 -0.2 -0.6 0.38
H 1.967 1.921 4.080 0.1 0.1 0.0 0.45
H 1.070 7.072 1.189 0.1 0.1 0.0 0.25
H -1.356 3.235 -6.974 0.0 0.0 0.0 0.22
H 4.979 -5.470 -3.798 0.0 0.0 0.0 0.31
H 2.062 6.123 2.916 -0.1 -0.1 0.0 -0.59
H 1.123 -3.560 -3.705 0.0 0.0 0.1 0.36
C -1.289 2.647 -6.045 0.2 0.3 -0.5 -0.74
H 6.548 0.398 -2.348 0.0 0.0 0.1 0.36
H 1.650 -11.513 -2.066 0.1 0.1 -0.1 0.38
C -0.492 0.977 3.680 -0.6 -0.2 0.4 -0.33
H 1.610 -7.005 2.005 0.0 -0.1 0.0 0.37
H -2.820 4.385 -3.632 0.1 0.0 0.0 0.25
H 0.630 -1.340 2.033 0.2 0.1 -0.1 0.16
H -0.959 5.459 -0.193 -0.1 -0.2 -0.1 0.20
Br -4.135 3.927 4.150 0.4 -0.1 0.1 0.11
C -6.661 0.977 2.610 0.4 -0.1 -0.1 -0.98
H -1.165 5.957 -6.912 0.0 0.0 0.0 0.30
H 7.080 -2.709 -2.115 -0.1 0.1 0.0 0.27
N 0.907 -8.079 0.337 0.5 0.0 0.1 0.13
H -4.772 0.322 1.866 0.4 0.0 0.1 0.35
C -4.455 2.146 4.909 -0.5 0.6 -0.2 0.91
P -6.021 2.317 5.977 0.0 -1.1 0.4 0.15
C 1.347 2.088 -4.211 -0.2 -0.3 0.0 -0.90
C -1.936 1.395 3.318 0.6 -0.4 -0.6 -0.80
H 2.175 -2.938 -4.969 0.1 0.0 0.0 0.32
H -1.256 6.596 -5.266 0.0 -0.1 0.0 0.34
C -0.754 5.970 0.742 0.1 0.1 0.4 -0.21
H -6.936 -0.031 2.288 -0.2 0.0 0.1 0.44
H 3.243 3.879 3.949 0.1 -0.1 0.1 0.53
H 0.223 -10.024 0.793 -0.1 0.1 -0.1 0.11
H -0.545 -0.090 3.900 0.3 -0.1 -0.1 -0.03
S -2.730 -1.392 1.790 -0.3 -0.1 -0.1 -0.26
H -5.308 4.228 6.703 0.3 0.0 0.2 0.33
C 2.408 7.078 4.853 -0.3 0.1 -0.5 -0.63
H -7.009 1.774 0.673 0.1 0.2 0.0 0.36
H -0.733 2.203 5.457 0.1 0.2 0.1 0.02
H 7.208 -4.405 -2.513 -0.1 -0.1 -0.1 0.39
H -5.040 0.216 4.446 0.3 -0.2 0.1 0.76
H -2.749 -8.765 -1.895 0.0 0.2 0.1 0.42
C -8.847 1.919 1.743 0.0 0.3 0.2 -1.35
H 3.207 3.634 -3.100 0.0 -0.1 -0.1 0.33
C -5.120 1.086 2.558 -0.5 0.9 0.0 -0.16
H -0.258 8.079 0.630 0.1 0.2 -0.2 0.27
H -1.775 -9.808 -0.855 0.0 0.0 0.0 0.29
H 2.454 -4.563 -4.316 -0.1 0.0 0.1 0.31
Cl -7.326 3.441 4.837 0.1 0.1 0.0 -0.21
H 0.631 7.054 -0.526 0.1 0.1 0.0 0.25
C 1.416 -10.692 -1.389 -0.1 -0.1 0.3 -1.09
C -3.331 1.696 5.893 0.2 -0.2 -0.8 -0.26
P 0.830 -7.997 -1.394 1.3 -4.6 3.2 0.81
H 0.559 1.639 -3.591 0.0 -0.1 0.0 0.38
H -1.440 -9.687 -2.592 0.1 0.0 0.1 0.28
C 1.314 2.509 4.732 0.0 -0.4 -0.3 -1.68
N 5.558 -3.468 -3.379 0.2 -0.1 -2.4 0.19
C 2.842 -3.578 -1.762 0.4 -0.5 0.3 -0.40
H -3.041 4.675 -5.367 -0.1 -0.1 0.0 0.32
H -1.693 6.388 1.109 -0.2 -0.1 -0.2 0.32
H 1.219 1.761 -5.242 0.0 0.0 0.1 0.13
C 2.157 -3.536 -4.059 0.0 0.2 -0.3 -1.13
C -2.981 0.476 3.940 -0.7 -0.8 1.4 1.04
C -1.736 -9.127 -1.710 -0.1 -0.2 -0.5 -0.94
H 0.932 7.917 3.468 0.0 0.0 -0.1 0.08
H 0.621 -11.069 -0.743 0.0 0.1 0.0 0.26
N 0.974 -9.540 -2.159 -0.2 0.0 0.1 0.22
H 2.301 1.661 -3.900 0.0 0.2 0.1 0.14
O -3.017 2.225 6.902 0.1 0.5 0.9 -0.52
H 2.597 4.583 5.460 0.1 -0.2 0.1 0.52
P -0.125 4.411 -4.200 1.6 -5.0 -0.4 0.39
H -0.485 3.931 1.503 -0.3 0.0 0.2 0.29
H -9.202 0.912 1.528 0.0 0.0 0.0 0.33
C 1.692 -9.467 -3.429 0.1 0.2 -0.1 -1.09
H 1.391 -8.584 -3.994 0.0 0.0 0.0 0.37
C 1.269 8.051 4.493 0.0 -0.1 0.3 -0.81
H -3.862 -1.503 3.885 -0.1 0.1 0.1 0.37
H 1.450 -10.342 -4.035 0.0 0.0 0.1 0.35
H -1.950 -6.827 -0.056 0.0 0.0 0.0 0.31
C 4.458 -0.828 -1.248 -0.1 -0.1 0.1 -1.23
H 1.282 4.070 -7.065 0.0 0.0 0.0 0.26
H 0.409 7.907 5.146 -0.1 0.0 -0.1 0.20
S -0.205 4.868 6.158 -0.1 0.0 0.2 -0.11
N 3.027 -2.951 -3.047 -0.2 0.2 -0.3 0.30
H 1.854 2.596 5.680 -0.2 0.2 0.2 0.40
S -0.875 5.393 3.400 0.1 0.2 0.1 -0.33
C 2.168 3.931 -2.939 0.0 0.2 0.1 -1.15
C 1.459 4.961 -6.457 0.4 0.0 0.0 -0.87
H 2.305 -10.486 -0.779 0.0 0.0 0.0 0.33
H -9.294 2.608 1.027 0.0 0.0 -0.1 0.39
```
Forces are in eV/Å.

Its gap between HOMO and LUMO is 8.44 eV. The calculation puts the relative energy (zero: lowest compared OMol25 entry of this formula, charge and spin) at 0.000 eV.